{
  "formula": "C2H10BeF6NO9S2",
  "method": "ωB97M-V/def2-TZVPD",
  "species": ["Be", "C", "F", "F", "F", "S", "O", "O", "N", "S", "O", "O", "C", "F", "F", "F", "O", "H", "H", "O", "H", "H", "O", "H", "H", "O", "H", "H", "O", "H", "H"],
  "positions_angstrom": [[20.0057, 19.1188, 7.3636], [20.3999, 15.4897, 7.9676], [20.3923, 14.1685, 7.6617], [19.5482, 15.7304, 8.9634], [21.6309, 15.7363, 8.2841], [19.8119, 16.5002, 6.3963], [20.0651, 15.5460, 5.2724], [18.3761, 16.6624, 6.6182], [20.6870, 18.0398, 6.5662], [21.9290, 17.7448, 5.7853], [22.5017, 16.4412, 5.6424], [21.8319, 18.4680, 4.5438], [23.2748, 18.5778, 6.8699], [24.4897, 18.7254, 6.3227], [22.8530, 19.8099, 7.1555], [23.4828, 17.9067, 8.0120], [20.1073, 18.2392, 9.0329], [19.5580, 18.1674, 9.8134], [21.0036, 18.1825, 9.3641], [21.0965, 20.1963, 6.3544], [21.2502, 21.0199, 6.8173], [21.4501, 20.3444, 5.4774], [19.3575, 20.7635, 7.2703], [19.6918, 21.5067, 6.7683], [19.0645, 21.1450, 8.0978], [18.5643, 18.5689, 7.9506], [18.0849, 19.0313, 8.6381], [17.9602, 17.8890, 7.6523], [20.7872, 20.1998, 8.4733], [20.2983, 20.7895, 9.0472], [21.6953, 20.4940, 8.5442]],
  "nbo_charge": [1.700, 0.804, -0.288, -0.307, -0.291, 2.040, -0.766, -0.914, -1.401, 2.248, -0.845, -0.929, 0.727, -0.287, -0.362, -0.316, -0.969, 0.505, 0.487, -0.972, 0.475, 0.541, -0.935, 0.514, 0.463, -1.013, 0.497, 0.557, -0.978, 0.490, 0.526],
  "e_lumo_ev": -4.591,
  "homo_lumo_gap_ev": 9.532,
  "e_tot_ev": -60516.153,
  "largest_force_ev_per_a": 9.7,
  "spin_multiplicity": 1,
  "charge": 1
}